Record 1
A structure of composition C10H12N3O4PPd in a non-equilibrium geometry. Source: OMol25; level of theory: ωB97M-V/def2-TZVPD.

Computed properties:
gap between HOMO and LUMO (spin up / spin down) = 7.77 / 5.40 eV
F_max = 5.28 eV/A
LUMO level (spin up / spin down) = -0.2710 / -0.4073 Eh
energy = -35974.426 eV
charge = +2
2S+1 = 3

The geometry in XYZ format:
```
31
C10H12N3O4PPd, DFT ωB97M-V/def2-TZVPD
Pd 0.748 -0.561 -2.525
P 0.233 -0.121 -0.287
O 0.046 -3.540 -1.967
O -3.808 -0.868 -5.929
O 2.684 -0.807 -5.019
O -0.290 2.322 -3.094
N 1.183 1.268 1.844
N -1.250 0.959 1.750
N 0.208 -0.942 2.306
C 1.454 1.079 0.425
C 1.995 -0.759 -4.104
C 0.119 1.260 -2.899
C -1.093 -0.278 2.550
C -3.522 -1.444 -4.985
C 1.309 -0.002 2.598
C -1.332 0.676 0.313
C 0.295 -1.491 0.957
C -0.143 1.878 2.080
C 0.283 -2.430 -2.170
H 1.232 -2.042 0.821
H -0.565 -2.151 0.764
H 2.467 0.679 0.289
H -2.166 -0.016 0.124
H 1.270 0.248 3.672
H -1.129 -0.001 3.617
H -0.232 2.781 1.459
H 1.351 2.033 -0.112
H -0.203 2.123 3.153
H -1.501 1.602 -0.251
H -1.902 -0.976 2.292
H 2.261 -0.479 2.330
```

=====

Record 2
The ion C10H12N3S with charge +1 in a non-equilibrium geometry. Source: OMol25; level of theory: ωB97M-V/def2-TZVPD.

Computed properties:
gap between HOMO and LUMO = 9.29 eV
structure (SMILES) = NC(=[NH2+])[C@@]1(c2nccs2)C=CC=CC1
F_max = 6.22 eV/A
LUMO level = -0.1094 Eh
energy = -25862.340 eV
charge = +1
2S+1 = 1

The geometry in XYZ format:
```
26
C10H12N3S, DFT ωB97M-V/def2-TZVPD
S -1.956 1.489 -0.162
N 0.289 1.552 -1.408
N 1.298 -0.688 -2.215
N 0.931 -2.586 -0.919
C -1.052 -1.098 0.706
C -0.632 0.062 2.720
C 0.078 -0.374 0.076
C 1.225 -0.166 1.152
C -1.405 -0.848 1.953
C 0.879 -1.272 -1.105
C -0.430 0.832 -0.597
C 0.622 0.420 2.410
C -0.498 2.517 -1.936
C -1.699 2.700 -1.400
H -0.894 0.367 3.744
H 1.279 0.959 3.122
H -1.905 -1.509 0.113
H -2.315 -1.191 2.487
H 1.216 -3.153 -1.607
H 1.932 -1.029 -2.863
H 1.229 0.356 -2.219
H -2.466 3.405 -1.717
H -0.096 3.073 -2.746
H 0.499 -3.046 -0.011
H 2.257 0.340 0.896
H 1.615 -1.112 1.527
```

=====

Record 3
A cluster of 2 separate species, C10H12NO6 in total. Source: OMol25; level of theory: ωB97M-V/def2-TZVPD.

Computed properties:
gap between HOMO and LUMO = 3.59 eV
F_max = 0.71 eV/A
LUMO level = 0.0690 Eh
energy = -24333.278 eV
charge = -1
2S+1 = 1

The geometry in XYZ format:
```
29
C10H12NO6, DFT ωB97M-V/def2-TZVPD
O -2.258 2.558 1.332
O -0.473 -1.764 0.302
O 1.112 -1.975 -1.143
O -3.778 0.961 1.156
O -1.561 0.033 -3.158
O -0.184 -0.121 -3.646
N 0.688 -1.719 -0.034
C -2.075 1.027 -0.560
C 1.671 -1.315 0.993
C 3.920 -0.849 1.613
C -2.548 1.846 -1.770
C 3.489 -0.537 2.895
C -2.650 1.611 0.701
C -1.841 1.488 -3.022
C 3.006 -1.240 0.647
C 1.217 -1.007 2.260
C 2.141 -0.616 3.217
H 4.969 -0.780 1.360
H -3.864 0.163 0.615
H 0.163 -1.061 2.485
H -0.980 1.058 -0.471
H 1.803 -0.364 4.213
H -3.632 1.687 -1.897
H -2.376 -0.036 -0.639
H -2.469 1.770 -3.881
H -0.861 1.970 -3.156
H -0.152 -1.086 -3.701
H 4.205 -0.223 3.644
H 3.318 -1.480 -0.359
```

=====

Record 4
A cluster of 2 separate species, C10H12NOP in total in a non-equilibrium geometry. Source: OMol25; level of theory: ωB97M-V/def2-TZVPD.

Computed properties:
gap between HOMO and LUMO (spin up / spin down) = 6.39 / 8.34 eV
F_max = 4.80 eV/A
LUMO level (spin up / spin down) = -0.0406 / -0.0269 Eh
energy = -23385.655 eV
charge = 0
2S+1 = 1

The geometry in XYZ format:
```
25
C10H12NOP, DFT ωB97M-V/def2-TZVPD
P 2.115 -0.561 0.068
O 3.410 -1.275 0.130
N 1.647 2.012 2.130
C 1.613 1.792 -1.145
C -1.989 1.251 -0.029
C -0.825 0.565 0.226
C 0.531 -1.567 0.358
C -3.157 0.558 -0.433
C -0.712 -0.809 0.019
C 0.722 -2.837 0.753
C 2.029 0.566 -1.404
C -1.771 -1.424 -0.579
C -2.954 -0.741 -0.785
H -2.084 2.270 0.198
H -1.626 -2.544 -0.895
H 1.528 2.561 -2.015
H 2.646 1.874 2.135
H -3.890 -1.132 -1.224
H -4.087 0.938 -0.556
H 1.768 -3.305 0.888
H -0.195 -3.399 0.776
H 0.096 0.895 0.720
H 1.633 2.225 -0.094
H 2.340 -0.014 -2.258
H 1.212 2.100 3.017
```

=====

Record 5
The molecule C10H12O3 in a non-equilibrium geometry. Source: OMol25; level of theory: ωB97M-V/def2-TZVPD.

Computed properties:
gap between HOMO and LUMO = 9.43 eV
structure (SMILES) = Cc1ccc(OCC(=O)O)cc1C
F_max = 2.01 eV/A
LUMO level = 0.0266 Eh
energy = -16707.180 eV
charge = 0
2S+1 = 1

The geometry in XYZ format:
```
25
C10H12O3, DFT ωB97M-V/def2-TZVPD
O 2.781 -2.854 2.421
O 2.441 -0.171 0.090
O 1.770 -2.799 0.376
C 0.735 1.461 0.624
C -2.866 1.816 -0.466
C 1.139 0.284 -0.014
C -0.550 1.941 0.489
C 2.730 -0.798 1.279
C -1.915 -0.503 -2.055
C 0.236 -0.336 -0.857
C -1.044 0.174 -1.043
C 2.347 -2.224 1.265
C -1.460 1.324 -0.361
H 1.526 2.028 1.149
H 2.250 -0.359 2.143
H -2.201 0.218 -2.825
H -1.430 -1.353 -2.569
H 3.830 -0.716 1.456
H -3.563 1.038 -0.143
H 2.564 -3.818 2.305
H -3.077 2.684 0.217
H -3.143 2.149 -1.488
H 0.596 -1.183 -1.416
H -0.857 2.864 1.024
H -2.837 -0.865 -1.601
```

=====

- Which value of charge does entry 1 give?
  +2